{
  "formula": "C34H30CoFN9O7S",
  "method": "ωB97M-V/def2-TZVPD",
  "homo_lumo_gap_ev": [3.363, 6.239],
  "homo_ev": [-4.5, -7.4],
  "spin_multiplicity": 4,
  "e_tot_ev": -114667.8546,
  "symbols": ["Co", "C", "C", "N", "C", "C", "N", "C", "C", "C", "C", "C", "N", "C", "C", "N", "C", "C", "N", "C", "C", "C", "N", "C", "C", "H", "H", "H", "H", "H", "H", "H", "H", "H", "H", "H", "H", "C", "C", "N", "C", "C", "C", "O", "O", "C", "O", "C", "C", "C", "F", "C", "C", "C", "N", "C", "C", "N", "C", "C", "H", "H", "H", "H", "H", "H", "H", "H", "H", "H", "H", "H", "H", "H", "H", "H", "H", "H", "O", "S", "O", "O", "O"],
  "positions_angstrom": [[-2.172674, 3.366973, 0.448827], [-0.986990, 6.383501, -2.368381], [-1.774587, 5.665386, -1.472730], [-1.295122, 4.617738, -0.801689], [0.041434, 4.298473, -0.994391], [0.792808, 5.046324, -1.916174], [0.295066, 6.057233, -2.589561], [0.535003, 3.247603, -0.175412], [1.809408, 2.633734, -0.183119], [2.092489, 1.636230, 0.741472], [1.098689, 1.209942, 1.647111], [-0.187607, 1.766673, 1.545295], [-0.407851, 2.783697, 0.692278], [-1.384205, 1.348403, 2.200928], [-1.518327, 0.181479, 2.965797], [-2.642430, -0.226373, 3.504393], [-3.716007, 0.609467, 3.304226], [-3.641233, 1.741796, 2.540019], [-2.501214, 2.137916, 1.942219], [3.386159, 0.919967, 0.721520], [3.827867, 0.172274, 1.823725], [4.947946, -0.630018, 1.715583], [5.652236, -0.793384, 0.593965], [5.279351, -0.022894, -0.436802], [4.201770, 0.845378, -0.412646], [-1.411713, 7.218929, -2.905416], [-3.494108, 5.402738, -0.704513], [1.836259, 4.801436, -2.081480], [2.548595, 2.966569, -0.897262], [1.273975, 0.423049, 2.361297], [-0.644244, -0.449168, 3.110986], [-4.650530, 0.328987, 3.770905], [-4.513165, 2.357065, 2.370862], [3.314172, 0.217199, 2.772626], [5.289063, -1.190875, 2.582584], [5.870328, -0.118222, -1.341776], [3.955014, 1.385057, -1.315580], [-2.649045, -3.922664, 1.610533], [-3.030706, -3.814352, 0.141383], [-2.819314, -2.466190, -0.380894], [-3.865959, -1.605988, -0.423013], [-3.779447, -0.268944, -0.649160], [-5.035949, 0.533775, -0.669340], [-6.081769, 0.140320, -1.096094], [-4.847529, 1.726037, -0.053358], [-2.478832, 0.323355, -0.851368], [-2.179673, 1.505229, -0.888285], [-1.393582, -0.660815, -1.031287], [-0.167483, -0.160344, -1.453054], [0.902022, -1.000947, -1.506456], [2.096555, -0.505097, -1.903727], [0.818773, -2.334683, -1.095583], [-0.413108, -2.840360, -0.711554], [-1.544537, -2.010653, -0.709840], [1.997468, -3.136778, -0.899972], [2.592839, -2.811219, 0.389191], [3.690892, -3.796700, 0.726686], [4.710348, -3.763867, -0.374737], [4.082770, -4.093310, -1.704637], [3.000675, -3.066254, -1.957689], [-2.829664, -4.935112, 1.972903], [-3.235253, -3.226917, 2.211300], [-1.597752, -3.681144, 1.769447], [-4.086258, -4.045321, 0.005641], [-2.476750, -4.521986, -0.477288], [-4.837885, -2.044738, -0.234342], [-0.074420, 0.894028, -1.683942], [-0.459192, -3.875049, -0.403612], [1.826400, -2.851969, 1.162581], [3.004439, -1.795045, 0.395041], [3.315311, -4.817981, 0.774968], [4.197689, -3.538262, 1.652915], [5.471476, -4.409191, -0.170224], [5.118667, -2.815520, -0.419707], [3.690666, -5.106433, -1.632401], [4.868749, -4.042694, -2.455562], [2.526909, -3.256129, -2.920487], [3.491914, -2.088718, -2.022003], [-3.033981, 6.048283, -1.277994], [-4.931634, 3.209058, -0.819677], [-6.284988, 3.643351, -0.804072], [-4.285022, 3.009817, -2.076969], [-4.090485, 3.937841, 0.186090]],
  "forces_ev_per_a": [[-0.09, -0.18, 0.37], [0.18, 0.00, -0.07], [-0.05, -0.12, 0.05], [0.32, -0.10, -0.19], [-0.12, 0.27, -0.14], [0.07, -0.19, 0.15], [-0.23, 0.13, -0.03], [0.31, -0.29, 0.11], [-0.16, 0.20, 0.00], [0.34, -0.15, -0.27], [-0.22, -0.07, 0.13], [0.04, -0.06, -0.03], [-0.26, 0.17, 0.18], [0.11, -0.02, 0.01], [-0.04, 0.01, 0.02], [0.06, -0.03, -0.01], [-0.08, 0.08, -0.01], [0.04, -0.03, 0.06], [-0.04, -0.04, -0.14], [-0.31, 0.21, 0.02], [0.18, 0.05, 0.08], [-0.12, -0.03, 0.21], [0.07, -0.31, -0.18], [-0.18, 0.19, -0.06], [0.11, -0.18, -0.11], [-0.01, 0.00, 0.00], [-0.01, 0.00, 0.01], [-0.01, 0.01, -0.01], [0.06, 0.00, 0.02], [0.06, -0.09, 0.00], [0.00, -0.02, 0.00], [0.01, 0.00, 0.00], [-0.02, 0.01, 0.00], [-0.06, 0.05, 0.01], [-0.02, -0.02, -0.05], [0.02, 0.01, -0.02], [-0.04, 0.04, 0.02], [-0.02, 0.00, 0.01], [0.01, -0.05, 0.04], [-0.03, 0.08, -0.06], [0.03, 0.01, 0.01], [-0.15, 0.04, -0.01], [0.15, -0.15, -0.04], [0.07, 0.03, 0.03], [-0.22, 0.31, -0.14], [0.26, -0.10, 0.14], [-0.37, 0.32, -0.29], [0.07, 0.02, -0.02], [0.02, -0.08, 0.00], [-0.02, 0.04, 0.05], [-0.04, 0.03, 0.01], [0.02, 0.02, 0.04], [0.08, 0.07, -0.11], [-0.07, 0.02, 0.04], [-0.14, -0.07, -0.20], [0.12, 0.00, 0.15], [0.00, 0.04, -0.04], [0.02, -0.03, -0.18], [0.02, 0.01, 0.16], [-0.02, -0.06, -0.09], [0.00, 0.00, 0.00], [0.01, 0.01, 0.01], [0.01, 0.00, -0.01], [0.00, 0.01, 0.00], [0.00, 0.01, 0.01], [0.00, -0.02, 0.01], [0.01, -0.02, 0.01], [0.00, 0.00, 0.01], [0.02, -0.04, 0.01], [0.01, 0.08, 0.02], [-0.01, 0.00, 0.01], [0.00, 0.05, 0.02], [0.03, 0.05, 0.01], [0.08, 0.11, 0.28], [-0.01, 0.00, 0.00], [-0.03, -0.02, -0.03], [0.02, -0.05, 0.02], [-0.04, 0.04, 0.01], [0.05, 0.03, -0.02], [0.15, -0.36, 0.34], [-0.05, -0.02, 0.14], [-0.06, 0.06, -0.13], [0.11, 0.08, -0.29]],
  "mulliken_spin": [1.087, 0.197, -0.044, 0.093, 0.041, 0.021, 0.005, 0.143, 0.080, -0.123, 0.398, 0.086, 0.245, 0.137, -0.064, 0.137, 0.195, -0.018, 0.219, -0.030, 0.057, -0.005, 0.028, 0.016, 0.012, 0.012, -0.004, 0.010, 0.011, 0.052, -0.004, 0.010, 0.006, 0.014, -0.001, 0.001, 0.000, 0.004, -0.001, 0.001, -0.016, -0.004, 0.015, -0.001, 0.001, -0.001, -0.006, -0.032, 0.003, 0.019, 0.009, -0.019, -0.006, 0.013, -0.006, 0.017, 0.001, 0.002, 0.000, 0.000, 0.000, -0.001, 0.000, 0.000, 0.000, -0.002, 0.019, 0.000, 0.000, -0.014, 0.000, 0.001, 0.000, 0.000, 0.000, 0.000, 0.000, 0.000, -0.002, -0.002, -0.001, 0.000, -0.008]
}

{
  "formula": "C14H14N2O6PtS",
  "method": "ωB97M-V/def2-TZVPD",
  "homo_lumo_gap_ev": [8.148, 7.130],
  "homo_ev": [-11.4, -11.4],
  "charge": 1,
  "spin_multiplicity": 2,
  "e_tot_ev": -44084.8665,
  "symbols": ["Pt", "O", "C", "O", "C", "O", "C", "C", "O", "O", "H", "H", "H", "H", "H", "O", "N", "C", "C", "C", "C", "C", "S", "H", "H", "H", "H", "C", "C", "C", "N", "C", "C", "H", "H", "H", "H", "H"],
  "positions_angstrom": [[0.119604, -0.020894, 0.092020], [3.556054, 2.344022, 1.028776], [2.599469, 1.450738, 1.029224], [1.703562, 1.459840, 0.194002], [2.726353, 0.442049, 2.147612], [1.606175, -0.397308, 2.217535], [0.608998, 0.035688, 3.161690], [-0.237570, 1.216649, 2.658252], [-0.384010, 2.192458, 3.349863], [-0.821266, 1.066608, 1.488545], [3.422721, 2.979400, 0.305298], [2.896531, 0.994383, 3.076068], [3.611684, -0.166728, 1.949986], [1.081460, 0.319259, 4.101147], [-0.038017, -0.827256, 3.312902], [-1.177289, 1.220706, -1.166791], [-2.429559, 1.040039, -0.730383], [-3.236949, 2.115998, -0.713482], [-4.577843, 1.963384, -0.476752], [-5.078942, 0.684764, -0.243619], [-4.212806, -0.384348, -0.158071], [-2.850394, -0.187493, -0.352737], [-1.658001, -1.418462, -0.032012], [-2.741459, 3.050883, -0.922922], [-5.216209, 2.833555, -0.467710], [-6.139412, 0.532938, -0.099459], [-4.562426, -1.375622, 0.092471], [2.513389, -2.796725, -3.032007], [2.349176, -1.443898, -3.287264], [1.681154, -0.667316, -2.363056], [1.191599, -1.182720, -1.227624], [1.349817, -2.490667, -0.975553], [2.012372, -3.324460, -1.851909], [3.018359, -3.433104, -3.745836], [2.726163, -0.990070, -4.191923], [1.520578, 0.391620, -2.514774], [0.940513, -2.857630, -0.044358], [2.126426, -4.370283, -1.607145]],
  "forces_ev_per_a": [[0.14, 0.19, 0.54], [0.00, -0.02, -0.01], [-0.06, 0.08, 0.13], [0.13, -0.14, -0.14], [-0.06, 0.06, -0.06], [0.08, -0.09, 0.05], [-0.06, 0.09, -0.06], [0.03, -0.06, 0.11], [-0.04, -0.05, 0.05], [0.15, 0.02, -0.20], [0.00, 0.00, 0.00], [0.01, -0.03, 0.01], [0.02, 0.02, -0.01], [0.00, -0.03, 0.00], [-0.02, 0.01, 0.03], [0.18, -0.06, -0.04], [-0.05, -0.17, -0.10], [-0.09, -0.04, -0.11], [0.02, 0.01, 0.04], [-0.01, -0.02, -0.03], [-0.01, 0.06, 0.04], [0.10, 0.15, 0.11], [-0.16, -0.17, -0.15], [0.00, -0.01, -0.05], [-0.01, 0.00, -0.04], [0.00, 0.00, 0.05], [0.01, 0.00, 0.03], [-0.02, 0.02, -0.01], [0.02, -0.04, 0.01], [-0.01, 0.10, 0.03], [-0.33, 0.11, -0.19], [0.09, 0.02, 0.01], [0.02, 0.01, 0.00], [0.03, 0.01, 0.01], [-0.01, 0.00, -0.01], [-0.05, -0.01, -0.02], [-0.02, 0.00, -0.02], [-0.02, -0.01, -0.01]],
  "mulliken_spin": [0.546, 0.001, 0.012, 0.022, -0.006, 0.044, 0.003, 0.001, 0.006, 0.021, 0.000, 0.002, 0.001, 0.001, -0.003, 0.263, -0.028, 0.006, -0.004, 0.005, -0.002, 0.010, 0.062, 0.001, 0.000, 0.000, 0.000, 0.000, 0.000, 0.009, 0.018, 0.012, 0.001, 0.000, 0.000, 0.003, -0.005, 0.000]
}

{
  "formula": "C33H50BF3N7Pd",
  "method": "ωB97M-V/def2-TZVPD",
  "homo_lumo_gap_ev": 5.335,
  "homo_ev": -2.8,
  "charge": -1,
  "e_tot_ev": -57775.7019,
  "symbols": ["Pd", "C", "C", "C", "C", "C", "C", "C", "C", "C", "N", "N", "B", "N", "N", "C", "C", "C", "C", "C", "C", "C", "C", "C", "N", "N", "C", "C", "C", "C", "C", "C", "C", "C", "C", "H", "H", "H", "H", "H", "H", "H", "H", "H", "H", "H", "H", "H", "H", "H", "H", "H", "H", "H", "H", "H", "H", "H", "H", "H", "H", "H", "H", "H", "H", "H", "H", "H", "H", "H", "H", "H", "H", "H", "H", "H", "H", "H", "H", "H", "H", "F", "C", "F", "F", "C", "C", "C", "N", "C", "C", "H", "H", "H", "H"],
  "positions_angstrom": [[0.037521, -0.253402, 1.680937], [-0.277651, 2.642180, 2.329015], [-1.147279, 3.356357, 1.305550], [-0.737427, 4.821615, 1.148494], [-1.141190, 2.657505, -0.030475], [-1.752636, 3.079943, -1.222795], [-1.486873, 2.088226, -2.146536], [-2.135483, 2.108985, -3.517282], [-3.468418, 1.351864, -3.453630], [-1.335849, 1.714117, -4.756091], [-0.746646, 1.132293, -1.512102], [-0.554879, 1.490707, -0.218225], [-0.001693, -0.159518, -2.002342], [-0.700442, -1.461197, -1.509847], [-0.964392, -1.642684, -0.190877], [-1.555390, -2.813722, -0.061565], [-1.655990, -3.443728, -1.313365], [-1.086468, -2.562931, -2.208894], [-0.965099, -2.855957, -3.682630], [0.422629, -2.639089, -4.288499], [-2.054764, -2.170984, -4.507903], [-2.060695, -3.340658, 1.256045], [-1.316115, -2.757250, 2.447010], [-3.564301, -3.073776, 1.380716], [1.490251, -0.119791, -1.547722], [1.811944, -0.558621, -0.305502], [3.104859, -0.364143, -0.138990], [3.657449, 0.227408, -1.288571], [2.597478, 0.388903, -2.156003], [2.701001, 1.168460, -3.441777], [2.060121, 2.551471, -3.286227], [2.247004, 0.458657, -4.715428], [3.824004, -0.705784, 1.138220], [2.874565, -1.060171, 2.273423], [4.849965, -1.817065, 0.902897], [-0.446627, 3.039054, 3.334505], [-0.524941, 1.560650, 2.311269], [0.781216, 2.742939, 2.085599], [-2.180990, 3.339106, 1.674601], [0.284482, 4.884144, 0.765970], [-1.387387, 5.352013, 0.449029], [-0.775129, 5.342054, 2.109098], [-2.327037, 3.974943, -1.408522], [-2.374746, 3.167699, -3.659994], [-3.304556, 0.298074, -3.223708], [-4.102274, 1.761130, -2.666354], [-4.001376, 1.416469, -4.406889], [-1.085700, 0.659642, -4.785121], [-1.936295, 1.936700, -5.643391], [-0.408494, 2.279655, -4.830474], [-0.033965, -0.167421, -3.196249], [-2.054242, -4.420151, -1.545194], [-1.163859, -3.930721, -3.733829], [0.560743, -1.612330, -4.621577], [1.212882, -2.859903, -3.568562], [0.554156, -3.289770, -5.157297], [-2.031212, -1.095922, -4.356175], [-1.918204, -2.365015, -5.576053], [-3.044380, -2.525394, -4.213281], [-1.909143, -4.426605, 1.241550], [-1.386876, -1.655789, 2.424811], [-1.749645, -3.107620, 3.389198], [-0.257126, -3.016620, 2.429364], [-3.740916, -1.995756, 1.416437], [-4.113922, -3.475265, 0.527248], [-3.967083, -3.518154, 2.295523], [4.676235, 0.536393, -1.468465], [3.778540, 1.327520, -3.551140], [1.027679, 2.473638, -2.949594], [2.598232, 3.135747, -2.537900], [2.076785, 3.100272, -4.233072], [1.163314, 0.417189, -4.791918], [2.622430, 0.999262, -5.588986], [2.627494, -0.563534, -4.754302], [4.375486, 0.195270, 1.434286], [2.429128, -2.045946, 2.123048], [3.407384, -1.059717, 3.229814], [2.042893, -0.327669, 2.314915], [4.339587, -2.736057, 0.604071], [5.550857, -1.551788, 0.108660], [5.421338, -2.023127, 1.812364], [-1.017683, 1.226231, 9.237397], [0.065911, 0.579554, 8.780722], [0.191172, -0.543914, 9.512493], [1.133969, 1.344368, 9.076890], [-0.014773, 0.278155, 7.313496], [-1.029138, 0.793007, 6.527639], [-1.036365, 0.459588, 5.177710], [-0.123030, -0.320826, 4.619085], [0.856401, -0.794817, 5.381996], [0.956882, -0.526423, 6.737619], [-1.799130, 1.426155, 6.944388], [-1.809332, 0.831257, 4.513859], [1.587280, -1.417771, 4.878176], [1.764009, -0.942029, 7.326224]],
  "forces_ev_per_a": [[-0.11, 0.04, -0.27], [-0.07, 0.01, -0.06], [0.02, 0.02, -0.01], [0.01, 0.03, -0.02], [-0.08, -0.09, 0.02], [0.06, 0.01, -0.05], [0.04, 0.00, -0.07], [-0.06, -0.07, 0.09], [0.02, -0.08, -0.03], [0.03, 0.08, 0.01], [-0.08, -0.02, 0.14], [0.26, 0.13, -0.05], [-0.10, 0.06, -0.16], [0.19, -0.08, 0.09], [-0.33, 0.23, 0.03], [0.12, -0.09, 0.00], [0.08, 0.01, -0.02], [-0.11, -0.02, -0.02], [0.02, -0.04, 0.02], [0.06, 0.05, -0.02], [-0.01, -0.01, -0.02], [0.00, -0.01, -0.03], [-0.06, 0.01, 0.03], [-0.01, 0.05, 0.03], [0.01, 0.15, 0.12], [0.04, -0.28, -0.05], [0.01, 0.05, 0.01], [-0.05, 0.03, -0.01], [0.02, 0.01, 0.00], [0.02, -0.02, 0.03], [-0.01, 0.02, -0.03], [-0.02, -0.01, -0.02], [0.02, 0.01, -0.02], [-0.04, 0.02, 0.00], [0.00, -0.03, -0.01], [0.00, 0.02, -0.02], [0.06, 0.07, 0.25], [0.00, -0.02, -0.02], [-0.01, 0.00, -0.01], [-0.01, 0.00, 0.01], [0.01, -0.01, 0.01], [0.00, -0.01, 0.00], [0.01, 0.00, 0.02], [-0.07, 0.00, 0.04], [0.01, -0.02, 0.00], [0.00, 0.01, -0.01], [0.00, 0.00, 0.01], [0.01, -0.10, 0.04], [0.02, 0.00, 0.01], [0.06, 0.03, 0.02], [-0.06, 0.04, -0.04], [-0.01, 0.00, 0.02], [0.01, -0.01, -0.01], [-0.03, -0.06, 0.05], [-0.02, -0.01, 0.00], [0.00, 0.01, -0.01], [0.03, 0.07, -0.01], [-0.01, -0.03, 0.02], [0.01, 0.01, 0.01], [-0.03, -0.01, -0.02], [-0.01, -0.04, 0.11], [0.01, -0.01, -0.02], [0.01, -0.01, -0.02], [0.00, -0.01, 0.00], [0.01, -0.01, 0.00], [0.01, 0.00, -0.01], [0.00, 0.00, 0.03], [0.01, 0.00, -0.02], [-0.07, -0.02, -0.02], [-0.01, -0.01, 0.00], [0.02, 0.00, 0.01], [0.00, 0.02, 0.01], [-0.01, 0.00, 0.00], [0.03, 0.03, 0.01], [0.01, 0.00, -0.01], [0.00, 0.01, -0.04], [0.01, -0.01, -0.02], [0.10, -0.08, 0.15], [0.00, 0.01, 0.00], [-0.01, 0.00, 0.01], [0.00, 0.00, 0.00], [-0.05, 0.04, 0.02], [0.00, -0.01, -0.02], [0.00, -0.07, 0.04], [0.06, 0.06, 0.01], [0.01, 0.02, 0.02], [-0.02, -0.01, -0.05], [-0.02, 0.00, 0.04], [0.06, 0.00, -0.23], [0.00, -0.01, 0.02], [0.00, -0.03, -0.04], [0.01, 0.00, 0.01], [0.01, 0.01, 0.01], [0.00, 0.00, 0.02], [0.00, 0.01, 0.01]],
  "lowdin_charge": [0.165, -0.110, -0.376, -0.084, -0.277, 0.001, -0.225, -0.348, -0.059, -0.070, 0.047, 0.113, -0.480, 0.050, 0.106, -0.289, 0.009, -0.218, -0.356, -0.064, -0.058, -0.379, -0.116, -0.079, 0.049, 0.115, -0.289, 0.008, -0.215, -0.349, -0.050, -0.071, -0.378, -0.115, -0.082, 0.069, 0.004, 0.078, 0.133, 0.082, 0.062, 0.068, 0.101, 0.124, 0.070, 0.077, 0.073, 0.036, 0.078, 0.066, 0.090, 0.101, 0.122, 0.036, 0.091, 0.074, 0.038, 0.078, 0.081, 0.128, 0.023, 0.071, 0.067, 0.082, 0.068, 0.066, 0.100, 0.123, 0.060, 0.081, 0.074, 0.033, 0.076, 0.078, 0.132, 0.073, 0.066, 0.031, 0.081, 0.065, 0.067, 0.133, -0.588, 0.135, 0.139, -0.129, 0.008, -0.121, 0.078, -0.109, 0.003, 0.115, 0.110, 0.101, 0.121]
}